(1)
C19H22N2O | ωB97M-V/def2-TZVPD

Geometry (Å):
1 H -1.95 3.26 -0.01
2 H -1.25 2.67 -1.53
3 C -0.28 1.98 0.25
4 C -2.44 0.26 -1.47
5 O 0.08 2.59 1.24
6 C 2.14 0.75 -2.51
7 H 5.33 -0.73 0.51
8 H 0.87 1.19 2.61
9 C -1.56 2.37 -0.51
10 C -0.61 -2.99 -0.79
11 H -4.29 0.62 0.28
12 H 1.71 -0.21 3.31
13 H -3.20 -0.31 2.22
14 H 3.78 -0.56 2.41
15 H -0.10 -3.76 -1.35
16 H 1.72 1.75 -2.53
17 H -1.76 0.67 1.97
18 C -1.92 -0.99 0.65
19 C -3.34 1.09 0.57
20 C -2.55 0.11 1.45
21 H -3.56 2.00 1.12
22 H -1.09 -1.83 -2.52
23 H -3.42 -0.05 -1.84
24 H -1.47 -2.17 2.37
25 C 3.45 -0.29 1.42
26 H 0.06 0.63 -1.20
27 N 0.42 0.97 -0.32
28 H 2.97 0.71 -3.20
29 C 1.21 0.17 2.42
30 H -1.85 0.54 -2.35
31 H 0.34 -0.45 2.22
32 C 3.89 -0.06 -0.92
33 H -0.31 -3.93 1.11
34 C 2.59 0.39 -1.13
35 C 2.14 0.15 1.25
36 C -1.82 -0.90 -0.74
37 C -1.16 -1.91 -1.44
38 C -0.73 -3.09 0.59
39 H 1.38 0.05 -2.86
40 C 4.32 -0.39 0.36
41 C 1.72 0.51 -0.03
42 C -1.38 -2.10 1.30
43 H 4.56 -0.15 -1.76
44 N -2.65 1.44 -0.65

Summary:
HOMO energy = -8.364 eV
Relative energy (zero: lowest compared OMol25 entry of this formula, charge and spin) = 25.2 kcal per mole
Multiplicity = 1
SMILES = Cc1cccc(C)c1NC(=O)CN1CCc2ccccc2C1
Charge = 0

=====

(2)
C34H70BBrCl2IN3O7S | ωB97M-V/def2-TZVPD

Geometry (Å):
1 H 1.68 4.81 -2.23
2 C 3.55 -0.13 1.37
3 C -3.29 6.10 -3.82
4 H 0.45 0.17 -2.33
5 H 2.90 -2.12 1.85
6 H -6.32 0.82 -2.02
7 H 1.49 3.75 1.72
8 C -5.67 4.82 0.98
9 H 2.29 5.12 2.52
10 H -5.13 6.68 -2.92
11 C 1.21 -1.24 -0.87
12 C -4.56 -0.23 -2.72
13 O -3.63 -4.08 0.68
14 I 0.64 -8.01 -0.69
15 H -4.12 -3.65 1.39
16 H -0.06 0.77 3.52
17 H -4.44 0.22 -3.71
18 H 1.45 -2.87 -4.65
19 C -0.19 -0.27 3.84
20 O -1.02 -1.89 -1.00
21 C 6.19 -4.36 3.48
22 H 4.87 -3.94 1.88
23 C 1.61 2.34 -2.14
24 H -0.22 -1.53 -3.26
25 C 0.65 -1.14 2.91
26 H -3.02 4.46 -5.18
27 Cl 2.99 -3.37 -2.99
28 C 0.59 -0.66 1.47
29 O -5.64 4.60 -0.21
30 C 3.00 3.18 3.13
31 C -5.09 3.85 1.97
32 H -4.56 5.07 -2.45
33 C -3.19 -0.67 -2.19
34 H -4.27 -2.04 -0.94
35 C 0.54 -5.03 -1.43
36 N -4.63 2.09 -1.91
37 H 0.02 -4.95 -2.39
38 H -2.32 4.20 -3.57
39 H 8.33 -4.50 3.37
40 H -2.59 0.21 -1.99
41 H 0.34 -2.18 2.98
42 H -0.25 -3.25 -3.30
43 C 0.71 0.15 -1.27
44 H 2.17 -1.35 -1.37
45 H -0.20 0.41 -0.74
46 H -2.68 -1.21 -2.99
47 O 2.41 2.17 3.44
48 H -7.12 5.81 2.20
49 H 2.20 2.11 -3.02
50 H 4.25 4.51 4.25
51 H 0.57 2.44 -2.46
52 H -3.18 -0.91 -0.06
53 H -0.43 -0.79 1.12
54 H 0.31 -3.74 0.29
55 H -1.52 5.30 -4.72
56 C 0.33 -2.41 -2.93
57 H 0.77 0.43 1.49
58 H -4.30 4.33 2.55
59 H 2.84 -1.13 -4.94
60 C -4.65 5.77 -3.28
61 H 2.75 0.79 -1.22
62 H 4.25 0.12 0.58
63 C 5.83 -4.44 2.02
64 H 2.85 -0.61 -3.27
65 H 2.86 0.71 1.45
66 C 2.85 -1.46 0.98
67 C 0.73 -3.68 -0.71
68 C -3.30 -1.56 -0.94
69 H -1.94 -0.57 2.85
70 H -6.67 6.68 0.72
71 H -1.28 -4.19 1.83
72 C 2.22 -1.02 -4.06
73 H -3.78 2.05 -1.36
74 O -2.85 7.23 -3.83
75 C -2.19 -2.63 -0.88
76 C 4.32 3.55 3.74
77 N -1.61 -0.68 3.80
78 H 7.64 -4.84 4.97
79 H 3.47 -1.95 0.23
80 H 4.61 2.79 4.47
81 H 6.58 -3.94 1.41
82 C -6.30 6.07 1.53
83 H -5.16 -1.13 -2.87
84 S 2.24 3.89 -1.45
85 H -5.15 0.37 -0.78
86 H 1.68 -1.09 3.28
87 H 5.75 -5.48 1.72
88 H -5.23 2.74 -1.41
89 H 1.41 -0.34 -4.30
90 H -0.23 -5.80 0.47
91 Br -2.62 -3.94 -2.31
92 H 7.51 -6.04 3.66
93 H -5.86 3.50 2.66
94 H -1.25 -6.18 -0.95
95 O -1.55 -3.31 1.55
96 H 4.43 -1.22 3.02
97 C -0.24 -6.04 -0.59
98 B -2.44 -3.39 0.50
99 C 1.66 -2.39 -3.70
100 H -4.67 2.99 1.45
101 O 5.46 -3.82 4.28
102 H 1.51 -5.46 -1.65
103 C 4.33 -0.19 2.70
104 H -5.56 6.64 2.10
105 H 1.80 -3.57 -0.56
106 H 1.71 1.72 -0.10
107 C 1.77 1.24 -1.07
108 C 0.28 -2.38 -1.39
109 C 7.50 -4.98 3.90
110 H 5.09 3.62 2.97
111 H 0.19 -0.37 4.85
112 C 2.44 4.13 2.09
113 H 3.14 4.20 1.26
114 C -5.26 0.75 -1.80
115 N 1.46 -1.39 0.57
116 Cl 5.91 0.62 2.47
117 C -2.48 4.94 -4.36
118 H 3.75 0.36 3.43
119 H -5.27 5.32 -4.05
120 H -2.15 -0.04 4.37

Summary:
HOMO energy = -8.127 eV
Multiplicity = 1
SMILES = C[C@@H](Cl)C[C@](CCCI)(O[C@](Br)(CCCCN)B(O)O)[C@@H](CCCS)N(CCCN)CCCCl.CC(C)=O.CC(C)=O.CC(C)=O.CC(C)=O
Charge = 0

=====

Taking the records one at a time from the top gives electronic energy values of -921.98904, -6243.63489 hartree.